The following is a DFT calculation (ωB97M-V with the def2-TZVPD basis set) of a single C4H11NO molecule.

```
17
Properties=species:S:1:pos:R:3:forces:R:3:lowdin_charge:R:1
C 0.04547 -0.43327 0.34875 -3.2 -1.9 -0.3 -0.17
C 0.45257 -0.02203 -1.03078 4.8 -1.3 0.6 -0.46
C 2.00379 -0.53112 -1.05726 -2.0 -1.4 -5.6 -0.04
O 0.71393 1.31528 -1.17891 -3.0 4.3 1.5 -0.08
C -1.49513 -0.05376 0.54836 0.5 -0.4 2.1 -0.25
N -1.83066 0.58099 1.87423 0.2 -2.5 -0.3 -0.04
H 0.23647 -1.60442 0.39162 -0.6 2.4 0.3 0.15
H 0.50880 0.07665 1.17766 0.9 0.1 -0.2 0.10
H -0.18464 -0.27782 -1.85776 -0.4 -1.2 -0.1 0.13
H 2.62717 -0.01499 -1.82466 -0.7 0.1 0.6 0.09
H 2.19022 -1.59057 -1.31964 -0.7 0.2 0.3 0.08
H 2.39533 -0.38805 -0.15794 1.6 0.9 3.9 0.01
H -0.10066 1.83327 -0.77919 2.4 -1.3 -1.3 0.15
H -1.89372 0.56852 -0.22549 0.1 0.8 -0.6 0.09
H -2.09630 -0.95179 0.43965 -0.1 -0.2 0.2 0.09
H -1.85489 1.59110 1.95918 0.3 -0.7 0.3 0.05
H -1.71774 -0.09798 2.69219 -0.2 2.3 -1.6 0.10
```
Positions in Å, forces in eV/Å.

Its SMILES is C[C@H](O)CCN. For the lowest unoccupied orbital energy, the calculation gives 0.0335 Eh.

=====

The following is a DFT calculation (ωB97M-V with the def2-TZVPD basis set) of 2 unconnected molecules or ions with the total composition C4H11NO.

```
17
Properties=species:S:1:pos:R:3:forces:R:3:lowdin_charge:R:1
C 0.86117 0.24980 1.53815 -3.0 -1.6 -0.2 -0.08
C 1.10347 -0.76186 0.38960 -1.8 -1.5 -0.1 -0.20
C 0.12742 -0.58758 -0.77987 0.9 1.8 -0.7 -0.46
C 0.28549 0.43911 -1.64181 0.3 -1.3 1.3 0.01
N -0.99765 -1.36884 -0.86131 -1.4 -2.4 -1.2 0.07
H 0.82825 -0.34750 2.47337 0.6 0.9 -0.3 0.08
H 1.65806 0.91548 1.41951 0.8 1.5 0.7 0.05
H -0.19985 0.73682 1.45419 2.7 -0.7 0.2 0.08
H 2.11941 -0.72643 -0.00288 -0.1 0.1 0.1 0.10
H 0.92245 -1.80403 0.77313 0.4 0.8 -0.3 0.11
H 1.00085 1.16228 -1.45361 1.7 1.1 0.6 0.03
H -0.11967 0.57194 -2.58734 -1.5 -0.1 -1.4 0.03
H -0.89101 -2.37552 -0.65598 0.2 0.9 0.2 0.10
H -1.48246 -1.34372 -1.79492 0.7 0.4 1.4 0.12
H -1.72194 2.28521 0.15604 0.1 2.0 0.2 0.04
H -1.74506 1.05661 0.53419 -0.2 -0.8 1.5 0.03
O -1.74892 1.89823 1.03954 -0.4 -1.0 -1.9 -0.08
```
Positions in Å, forces in eV/Å.

Its SMILES is C=C(N)CC.O. For the lowest unoccupied orbital energy, the calculation gives 0.0334 Eh.

=====

The following is a DFT calculation (ωB97M-V with the def2-TZVPD basis set) of a single C4H11NO molecule.

```
17
Properties=species:S:1:pos:R:3:forces:R:3:lowdin_charge:R:1
C -0.37564 0.77611 2.34481 -2.0 -0.4 -1.0 -0.13
C -0.54192 -0.68748 0.45038 -1.5 -0.4 0.3 -0.30
N -0.26420 -0.63208 1.88378 2.3 0.9 -0.9 -0.09
H -1.39552 1.02579 2.01007 -0.1 0.2 0.8 0.07
H -0.32154 0.82123 3.42578 0.2 0.2 0.0 0.07
H 0.17020 1.54399 1.79032 0.9 -0.4 0.4 0.07
H -1.53588 -0.23892 0.44547 -0.4 -0.2 -0.8 0.11
H -0.55486 -1.73166 0.13123 -0.1 0.0 0.0 0.13
H 0.74982 -0.79159 1.89719 -0.2 -0.6 0.5 0.10
C 0.80533 0.52674 -1.51433 -1.2 -0.2 -1.8 -0.28
O 0.34851 0.04791 -0.30324 2.4 1.0 2.0 -0.14
C 0.01953 -0.13194 -2.65909 0.7 1.4 -0.3 -0.07
H 0.65918 1.61059 -1.54662 -0.3 0.1 0.0 0.11
H 1.87580 0.42332 -1.68317 0.3 -0.6 0.6 0.11
H -1.00408 0.14487 -2.42498 -0.4 -1.0 -0.2 0.08
H 0.21699 0.35844 -3.62068 0.2 0.1 0.2 0.07
H 0.31070 -1.16831 -2.80720 -0.6 -0.2 0.4 0.08
```
Positions in Å, forces in eV/Å.

Its SMILES is CCOCNC. For the lowest unoccupied orbital energy, the calculation gives 0.0374 Eh.

=====

The following is a DFT calculation (ωB97M-V with the def2-TZVPD basis set) of a single C4H11NO molecule.

```
17
Properties=species:S:1:pos:R:3:forces:R:3:lowdin_charge:R:1
C -2.31445 0.42061 -0.01549 -0.6 0.3 1.9 -0.11
C -0.99297 -0.09030 0.61512 0.2 1.8 -0.6 -0.25
C -0.05424 -0.53520 -0.49556 1.1 2.0 1.4 -0.25
C 1.27529 -1.00930 -0.02869 1.4 -2.9 1.4 -0.27
H -3.15192 0.59156 0.75088 1.3 0.0 -0.9 0.09
H -2.16207 1.33952 -0.58368 -0.1 -0.1 0.0 0.07
H -2.70483 -0.35718 -0.64586 -0.1 -0.3 -0.6 0.05
H -1.22324 -0.80474 1.36785 0.0 -1.1 0.4 0.09
H -0.41640 0.70751 1.15697 -0.8 -0.4 -0.3 0.11
H 0.24021 0.36280 -1.05665 -0.9 -0.4 -0.3 0.10
H -0.41791 -1.26909 -1.11311 -1.3 -1.7 -1.6 0.09
H 1.94071 -1.32964 -0.89167 -1.0 -0.1 0.7 0.13
H 1.17202 -1.85594 0.75209 0.2 0.9 -1.4 0.15
H 1.86856 1.79986 0.43851 0.5 1.4 0.4 0.07
H 2.91048 1.02227 -0.70645 -1.4 0.9 1.0 0.13
N 1.96945 1.06531 -0.21265 2.6 -0.8 -0.8 0.00
O 2.06133 -0.05806 0.66839 -1.0 0.5 -0.5 -0.21
```
Positions in Å, forces in eV/Å.

Its SMILES is CCCCON. For the lowest unoccupied orbital energy, the calculation gives 0.0406 Eh.

=====

The following is a DFT calculation (ωB97M-V with the def2-TZVPD basis set) of a single C4H11NO molecule.

```
17
Properties=species:S:1:pos:R:3:forces:R:3:lowdin_charge:R:1
C 1.25513 -0.65014 -1.69650 0.1 0.0 -0.1 -0.14
N 0.42512 0.55441 -1.55451 0.3 -0.6 0.5 -0.12
C 0.32992 1.04508 -0.17120 0.6 0.8 0.2 -0.25
C -0.99699 0.77545 0.55906 0.7 0.1 0.0 -0.16
C -0.88494 -0.24362 1.69576 0.6 -0.4 -0.6 -0.24
O 0.07461 -1.29212 1.42981 -0.6 0.0 -0.1 -0.09
H 1.76204 -0.66352 -2.66526 -0.2 0.0 0.0 0.07
H 2.04143 -0.66931 -0.93893 -0.1 0.1 0.0 0.07
H 0.68872 -1.58112 -1.58893 0.0 0.0 0.0 0.07
H -0.50483 0.31441 -1.87220 0.0 0.2 -0.1 0.08
H 1.15439 0.65832 0.43906 -0.1 -0.3 -0.3 0.10
H 0.55122 2.12374 -0.18916 -0.4 -0.1 0.0 0.10
H -1.30665 1.70131 1.04034 -0.4 0.1 -0.2 0.10
H -1.73026 0.48446 -0.20022 -0.2 0.0 0.3 0.11
H -1.84906 -0.69266 1.83563 -0.6 -0.2 0.4 0.10
H -0.57454 0.22934 2.62410 0.0 0.2 0.0 0.11
H -0.43530 -2.09405 1.25315 0.3 0.2 0.0 0.08
```
Positions in Å, forces in eV/Å.

Its SMILES is CNCCCO. For the lowest unoccupied orbital energy, the calculation gives 0.0314 Eh.

=====

The following is a DFT calculation (ωB97M-V with the def2-TZVPD basis set) of 2 unconnected molecules or ions with the total composition C4H11NO.

```
17
Properties=species:S:1:pos:R:3:forces:R:3:lowdin_charge:R:1
C -0.59460 2.56610 0.15736 0.4 -0.1 0.3 -0.20
O -1.13121 1.27073 0.24319 0.4 -2.8 1.0 -0.22
H -0.53968 0.41243 0.59185 -1.7 4.5 -1.4 0.11
H 0.33107 2.61759 -0.42579 0.2 -0.2 0.2 0.07
H -0.44787 2.98747 1.15789 0.2 0.1 -0.1 0.07
H -1.29539 3.22128 -0.37269 -0.2 -0.3 0.1 0.07
C -0.05316 -0.60185 -1.85731 -0.2 0.4 -0.3 -0.13
C 0.92949 -1.61580 1.58172 -0.7 0.7 0.3 -0.08
C 0.12115 -1.29708 0.35373 2.7 -0.4 -2.4 -0.26
N 0.60362 -0.48764 -0.56240 -1.0 -2.4 1.9 -0.03
H -0.62852 -2.05763 0.07569 -0.3 0.6 0.2 0.13
H -1.13454 -0.76449 -1.79337 0.1 0.0 0.1 0.08
H 0.38079 -1.45007 -2.39974 0.1 0.2 0.0 0.08
H 0.10874 0.31965 -2.42136 0.0 -0.2 0.0 0.07
H 0.26032 -1.66556 2.44382 0.2 0.0 0.1 0.07
H 1.69466 -0.85626 1.75317 -0.1 -0.1 0.0 0.08
H 1.39514 -2.59885 1.47424 0.0 0.1 -0.1 0.08
```
Positions in Å, forces in eV/Å.

Its SMILES is C/C=N/C.CO. For the lowest unoccupied orbital energy, the calculation gives 0.0276 Eh.